# 1
C13H23BrGeHgIN2S | ωB97M-V/def2-TZVPD

Positions of all 43 atoms, in Å:
Hg (0.857, 1.087, -2.238)
C (-3.308, -0.666, -2.864)
Ge (-3.052, -0.114, -0.974)
C (-2.643, -1.614, 0.265)
C (-4.815, 0.697, -0.479)
C (-1.707, 1.261, -0.791)
H (-4.204, -1.273, -2.957)
H (-2.468, -1.244, -3.226)
H (-3.415, 0.212, -3.496)
H (-3.360, -2.422, 0.153)
H (-2.675, -1.273, 1.296)
H (-1.654, -2.012, 0.066)
H (-5.602, -0.040, -0.613)
H (-5.028, 1.546, -1.121)
H (-4.829, 1.030, 0.553)
H (-1.122, 1.289, 0.118)
H (-1.880, 2.229, -1.244)
C (1.116, -3.715, -0.352)
N (1.867, -3.453, -1.558)
C (1.339, -2.660, -2.513)
S (-0.274, -2.277, -2.543)
N (2.134, -2.162, -3.487)
C (3.445, -2.602, -3.897)
H (1.650, -4.455, 0.239)
H (0.137, -4.100, -0.636)
H (0.976, -2.800, 0.233)
H (2.872, -3.448, -1.461)
H (1.621, -1.618, -4.169)
H (3.878, -3.287, -3.171)
H (4.099, -1.735, -4.002)
H (3.394, -3.122, -4.858)
Br (0.097, 1.001, 3.602)
C (1.161, 2.537, 3.952)
C (1.134, 3.088, 5.224)
C (1.889, 4.212, 5.504)
C (2.697, 4.765, 4.524)
C (2.734, 4.202, 3.260)
C (1.955, 3.096, 2.960)
I (1.975, 2.286, 1.007)
H (0.512, 2.633, 5.981)
H (1.836, 4.658, 6.485)
H (3.293, 5.641, 4.735)
H (3.366, 4.622, 2.494)

## Properties
spin multiplicity	2
ΔE to the lowest compared entry with this formula, charge and spin	0.8768	eV
highest occupied orbital energy (spin up / spin down)	-7.4360 / -8.0715	eV
total energy	-6118.8337	Eh
<S²>	0.7585
total charge	0
frontier orbital gap (spin up / spin down)	7.75 / 7.78	eV

=====

# 2
C8H25AsF6O4 | ωB97M-V/def2-TZVPD

Positions of all 44 atoms, in Å:
O (0.822, -0.840, -0.851)
H (-0.159, -0.712, -0.799)
H (1.201, -1.089, 0.054)
H (1.153, 0.048, -1.140)
As (0.629, 1.899, -3.758)
F (2.223, 1.574, -4.419)
F (0.183, 0.266, -4.115)
F (-0.913, 2.183, -2.974)
F (1.084, 3.524, -3.395)
F (0.049, 2.371, -5.334)
F (1.256, 1.384, -2.170)
C (1.250, -2.736, 3.216)
C (1.978, -2.866, 1.901)
O (2.098, -1.595, 1.240)
H (1.096, -3.731, 3.642)
H (0.225, -2.393, 3.040)
H (1.715, -2.083, 3.952)
H (1.371, -3.478, 1.238)
H (2.957, -3.302, 2.103)
H (2.317, -0.916, 1.889)
C (-2.961, -1.681, -2.198)
C (-2.969, -1.481, -0.683)
C (-2.679, -2.755, 0.099)
O (-1.883, -0.588, -0.318)
H (-3.816, -2.240, -2.574)
H (-2.070, -2.256, -2.459)
H (-2.883, -0.700, -2.669)
H (-3.880, -0.967, -0.370)
H (-3.505, -3.450, -0.043)
H (-2.555, -2.498, 1.153)
H (-1.714, -3.191, -0.164)
H (-2.059, 0.249, -0.774)
C (0.566, 2.555, 2.737)
C (0.516, 2.454, 1.221)
C (0.961, 3.751, 0.552)
O (1.415, 1.419, 0.793)
H (1.576, 2.374, 3.124)
H (-0.028, 1.799, 3.261)
H (0.291, 3.501, 3.207)
H (-0.479, 2.249, 0.830)
H (0.279, 4.588, 0.686)
H (1.073, 3.493, -0.507)
H (1.973, 4.110, 0.775)
H (2.293, 1.755, 1.003)

## Properties
ΔE to the lowest compared entry with this formula, charge and spin	0.0000	eV
highest occupied orbital energy	-11.0479	eV
total energy	-3455.8302	Eh
total charge	0
frontier orbital gap	11.04	eV

=====

# 3
C37H81F3N7O5S | ωB97M-V/def2-TZVPD

Positions of all 134 atoms, in Å:
C (3.323, -29.638, -14.439)
F (3.010, -30.817, -14.859)
F (3.972, -29.980, -13.270)
F (4.198, -29.120, -15.378)
S (1.725, -28.544, -14.042)
O (1.374, -28.876, -12.724)
O (2.236, -27.176, -14.260)
O (0.665, -28.905, -14.977)
C (-0.360, -35.827, -15.492)
C (-1.354, -35.238, -14.468)
N (-0.877, -33.947, -13.978)
C (-0.428, -32.859, -14.700)
C (-0.109, -31.780, -13.845)
N (-0.404, -32.209, -12.596)
C (-0.843, -33.550, -12.598)
C (-0.403, -31.322, -11.406)
H (-0.455, -35.227, -16.397)
H (-0.462, -36.895, -15.682)
H (0.715, -35.921, -15.334)
H (-1.530, -35.850, -13.583)
H (-2.334, -35.032, -14.898)
H (-0.335, -32.824, -15.776)
H (0.159, -30.737, -13.938)
H (-1.257, -34.199, -11.840)
H (-1.368, -30.836, -11.263)
H (0.302, -30.494, -11.479)
H (-0.108, -31.858, -10.504)
C (1.514, -26.272, -11.237)
C (1.490, -25.016, -10.371)
O (2.094, -23.955, -10.691)
N (0.559, -25.015, -9.125)
H (-0.275, -24.498, -9.363)
H (0.407, -25.968, -8.827)
C (1.261, -24.280, -7.970)
H (1.638, -27.157, -10.613)
H (2.420, -26.412, -11.826)
H (0.591, -26.223, -11.816)
H (0.580, -24.123, -7.133)
H (1.660, -23.293, -8.205)
H (2.083, -24.823, -7.502)
C (2.818, -34.182, -13.138)
C (3.959, -33.520, -12.458)
O (3.905, -33.163, -11.321)
N (5.295, -33.555, -13.153)
H (5.784, -34.368, -12.807)
H (5.088, -33.779, -14.116)
C (6.057, -32.240, -13.208)
H (2.327, -33.447, -13.774)
H (2.088, -34.695, -12.512)
H (3.238, -34.844, -13.895)
H (5.652, -31.822, -14.129)
H (7.101, -32.548, -13.266)
H (5.987, -31.655, -12.291)
C (7.663, -33.085, -22.850)
C (8.209, -32.134, -21.729)
C (7.035, -31.744, -20.968)
N (7.252, -30.476, -20.098)
C (7.156, -29.253, -21.045)
C (8.514, -30.551, -19.265)
C (8.252, -29.673, -18.014)
C (6.758, -29.451, -17.922)
C (6.146, -30.355, -19.048)
H (7.128, -33.955, -22.469)
H (8.461, -33.649, -23.333)
H (7.106, -32.506, -23.587)
H (8.708, -31.248, -22.122)
H (8.981, -32.569, -21.095)
H (6.873, -32.524, -20.224)
H (6.049, -31.542, -21.387)
H (6.264, -29.455, -21.638)
H (8.099, -29.061, -21.556)
H (6.995, -28.346, -20.462)
H (9.271, -30.119, -19.921)
H (8.712, -31.610, -19.105)
H (8.725, -28.718, -18.243)
H (8.702, -30.220, -17.185)
H (6.419, -28.418, -17.996)
H (6.378, -30.035, -17.084)
H (5.268, -29.899, -19.507)
H (5.944, -31.385, -18.754)
C (-1.494, -25.605, -14.516)
C (-0.825, -24.296, -15.075)
C (0.224, -23.720, -14.058)
N (1.152, -22.541, -14.631)
C (0.440, -21.156, -15.018)
C (2.134, -22.319, -13.430)
C (3.338, -23.260, -13.596)
C (3.245, -23.789, -15.018)
C (2.215, -22.946, -15.757)
H (-0.894, -26.497, -14.696)
H (-2.506, -25.730, -14.902)
H (-1.596, -25.498, -13.436)
H (-1.623, -23.600, -15.333)
H (-0.350, -24.565, -16.018)
H (0.964, -24.515, -13.973)
H (-0.153, -23.560, -13.048)
H (-0.086, -20.687, -14.186)
H (-0.311, -21.348, -15.784)
H (1.283, -20.543, -15.337)
H (2.455, -21.280, -13.508)
H (1.601, -22.311, -12.480)
H (4.189, -22.579, -13.600)
H (3.387, -23.978, -12.777)
H (4.257, -23.862, -15.415)
H (2.978, -24.845, -15.026)
H (2.798, -22.129, -16.182)
H (1.693, -23.448, -16.571)
C (0.477, -33.002, -18.720)
C (1.150, -31.639, -18.412)
C (0.132, -30.464, -18.384)
N (0.690, -29.077, -18.899)
C (0.746, -29.159, -20.458)
C (2.107, -28.835, -18.509)
C (2.248, -27.263, -18.455)
C (0.779, -26.673, -18.515)
C (-0.146, -27.826, -18.360)
H (0.147, -33.143, -19.750)
H (-0.304, -33.115, -17.969)
H (1.192, -33.823, -18.659)
H (1.932, -31.468, -19.152)
H (1.707, -31.590, -17.476)
H (-0.263, -30.450, -17.368)
H (-0.806, -30.626, -18.915)
H (1.247, -28.284, -20.873)
H (-0.263, -29.186, -20.872)
H (1.332, -29.991, -20.848)
H (2.842, -29.384, -19.097)
H (2.113, -29.244, -17.498)
H (3.059, -26.891, -19.080)
H (2.584, -26.774, -17.540)
H (0.483, -26.309, -19.499)
H (0.529, -26.040, -17.664)
H (-1.017, -27.842, -19.015)
H (-0.350, -28.093, -17.323)

## Properties
highest occupied orbital energy	-19.9275	eV
total energy	-2913.7384	Eh
total charge	+5
frontier orbital gap	9.64	eV

=====

# 4
C3H9NO2S | ωB97M-V/def2-TZVPD

Positions of all 16 atoms, in Å:
O (-0.780, -2.146, -0.529)
C (-0.103, -1.236, -0.923)
N (-0.440, 0.078, -0.771)
C (0.435, 1.201, -1.010)
C (1.044, 1.816, 0.267)
S (1.903, 0.386, 1.094)
H (0.853, -1.392, -1.460)
H (-1.433, 0.177, -0.549)
H (1.195, 0.970, -1.749)
H (-0.259, 1.946, -1.414)
H (1.857, 2.449, -0.094)
H (0.455, 2.311, 1.030)
H (0.882, -0.194, 1.755)
H (-2.846, -1.473, 0.259)
H (-3.310, -0.337, 1.204)
O (-3.300, -0.598, 0.267)

## Properties
spin multiplicity	2
ΔE to the lowest compared entry with this formula, charge and spin	1.2518	eV
highest occupied orbital energy (spin up / spin down)	-14.2119 / -14.0984	eV
total energy	-722.7817	Eh
<S²>	0.7539
total charge	+1
frontier orbital gap (spin up / spin down)	10.10 / 4.68	eV